No. 1
C38H55BN6O6S3SiV as an isolated structure in a non-equilibrium geometry, computed with ωB97M-V/def2-TZVPD.

Last column: Löwdin charge in e.
Atoms and positions in Å:
S  0.14  2.75  -0.24  0.23
H  2.51  0.50  3.78  0.07
O  2.14  -1.93  -0.02  0.04
O  -0.79  2.77  2.61  -0.20
C  3.07  4.32  0.91  -0.07
H  4.99  -3.62  1.10  0.09
C  -2.58  4.06  3.56  -0.05
H  -2.67  3.41  4.46  0.09
N  -2.28  1.32  -4.62  0.10
H  -1.25  -6.29  -3.23  0.10
C  3.92  -2.82  -1.36  -0.04
H  2.03  0.17  -1.33  0.09
H  4.38  -1.81  -1.33  0.10
H  2.55  -0.80  2.51  0.07
C  -4.24  -2.16  1.54  -0.08
C  -6.36  1.84  -5.40  -0.14
H  -0.03  5.19  1.55  0.07
H  2.48  1.54  -5.39  0.09
C  2.48  0.76  -3.34  -0.09
N  -0.72  -5.42  -3.45  0.02
C  0.59  -0.34  3.32  -0.58
C  -4.69  -1.10  2.29  -0.15
H  3.17  -2.85  -2.18  0.08
H  3.71  -5.78  -1.07  0.09
C  -5.94  0.95  -4.42  -0.13
H  0.12  -2.02  1.93  0.08
N  -1.91  -2.96  -1.19  -0.16
H  -1.64  1.99  -5.04  0.14
C  -5.41  2.48  -6.20  -0.14
O  0.29  0.49  2.08  -0.16
H  2.11  -4.46  2.17  0.09
C  -2.51  -0.60  0.55  -0.35
C  -1.70  0.43  -3.76  -0.38
Si  0.42  2.10  1.73  -0.21
H  2.32  4.27  0.08  0.04
C  3.55  1.90  0.55  -0.05
C  -1.15  4.11  3.04  -0.66
C  -2.73  -2.95  -0.17  -0.06
S  0.24  -3.04  -3.26  0.66
H  4.71  -3.57  -1.58  0.09
O  -1.49  -0.59  -0.22  -0.14
C  -4.58  0.68  -4.20  -0.50
C  -3.08  0.45  1.32  0.00
C  -0.22  0.48  -3.70  -0.25
H  0.43  -2.45  3.64  0.07
C  2.07  -0.45  3.45  -0.04
C  2.36  -4.39  0.02  -0.47
C  1.67  0.31  -2.33  -0.15
C  2.67  -5.36  -1.11  -0.04
C  4.18  -2.88  1.09  -0.03
H  -1.43  6.03  2.28  0.07
H  -4.68  -3.15  1.59  0.10
H  -5.51  -1.22  2.99  0.07
H  4.06  4.59  0.51  0.08
H  0.86  4.37  3.79  0.09
H  3.58  0.88  1.00  0.09
H  4.15  1.98  3.17  0.07
H  0.35  1.22  4.81  0.08
H  3.84  3.70  3.51  0.09
V  -0.83  -1.52  -1.91  0.59
H  2.85  1.93  -0.30  0.04
H  -4.54  0.96  2.77  0.09
O  0.94  -4.00  -0.23  0.03
H  -0.33  3.65  4.99  0.08
N  -2.33  -0.41  -2.99  -0.30
C  -4.08  2.25  -5.99  -0.05
B  1.01  -2.62  -0.47  -0.59
C  -3.64  1.40  -4.96  -0.23
C  -3.17  -1.89  0.69  -0.16
H  0.09  -5.54  -4.07  0.07
H  3.41  -5.53  1.55  0.09
C  -1.07  5.06  1.89  -0.08
H  -0.10  -0.44  5.32  0.08
N  -1.87  -4.18  -1.84  0.01
C  -0.02  -1.71  2.99  -0.02
H  -1.21  0.44  4.24  0.09
H  -0.40  5.37  4.60  0.07
S  -4.09  -0.40  -2.94  0.99
H  5.14  3.23  2.35  0.08
H  -1.75  4.77  1.06  0.08
H  -3.31  3.75  2.81  0.08
H  0.04  1.00  -5.73  0.10
H  -3.25  -3.89  0.06  0.11
H  4.59  -1.85  1.02  0.09
H  3.64  -2.97  2.03  0.07
C  4.13  2.98  2.73  -0.05
H  2.49  -4.86  -2.09  0.07
C  -0.19  4.38  4.18  -0.04
C  -0.91  -4.29  -2.75  -0.80
H  1.96  -6.20  -1.06  0.09
C  -4.12  0.17  2.17  -0.12
H  -5.71  3.18  -6.97  0.09
H  -3.31  2.76  -6.59  0.11
H  1.67  -5.95  1.32  0.09
O  1.90  2.65  2.18  -0.20
C  -0.15  0.30  4.49  -0.04
H  -2.66  1.43  1.14  0.10
H  2.73  5.08  1.65  0.08
H  4.55  2.19  0.19  0.08
H  -1.11  -1.70  3.18  0.09
H  -6.69  0.37  -3.86  0.10
H  2.29  -1.20  4.25  0.09
C  3.20  -3.08  -0.06  -0.42
H  3.56  0.91  -3.20  0.09
C  1.91  1.07  -4.59  -0.11
H  -2.87  5.07  3.90  0.08
N  0.33  0.12  -2.48  -0.01
C  0.56  0.86  -4.78  -0.07
C  2.40  -5.12  1.34  -0.03
H  -7.42  2.05  -5.56  0.09
C  3.19  2.96  1.56  -0.67

Results
HOMO level (alpha / beta)   0.16 / -0.85 eV
Gap between HOMO and LUMO (alpha / beta)   4.03 / 5.05 eV
2S+1   4
Expectation value of S²   3.847
Charge   -2
Energy above the lowest of the compared OMol25 structures with the same formula, charge and spin   0.0 kJ/mol

=====

No. 2
C33H29Br48F3O3 as an isolated structure in a non-equilibrium geometry, computed with ωB97M-V/def2-TZVPD.

Last column: Löwdin charge in e.
Atoms and positions in Å:
Br  -2.41  -1.72  -6.24  0.53
Br  -2.20  -1.58  -10.94  0.56
Br  -6.02  4.30  -4.66  0.55
C  2.39  0.23  6.02  -0.17
Br  -3.86  -7.07  -11.20  0.55
Br  4.62  1.86  0.53  0.62
C  0.95  1.25  -7.20  -1.62
H  10.50  -3.52  8.11  -0.06
Br  -8.73  -3.42  2.21  0.57
Br  -3.80  -4.63  -13.28  0.57
H  2.13  0.11  8.12  0.13
C  1.34  1.31  5.92  -0.02
Br  11.80  5.75  7.78  0.57
Br  12.91  3.32  9.53  0.57
H  3.97  -2.64  1.92  0.14
Br  -0.11  5.22  -6.81  0.57
C  3.09  -0.32  4.94  -0.03
H  -10.63  0.40  -1.95  -0.03
Br  0.44  1.36  -5.35  0.50
Br  -2.59  -4.87  -5.77  0.57
H  4.06  4.16  1.23  -0.03
H  8.72  0.67  9.85  -0.03
F  8.72  -1.94  6.63  0.16
C  0.32  -2.88  1.76  0.08
H  2.76  -1.80  9.33  0.09
Br  -14.53  -1.24  -5.73  0.55
C  3.65  3.52  0.46  -1.61
H  -4.25  -3.30  -6.72  -0.09
Br  8.99  2.07  11.87  0.58
H  1.52  0.11  1.20  0.05
C  -11.05  -0.27  -2.69  -1.63
Br  6.44  0.51  10.77  0.61
F  7.18  -1.29  8.00  0.14
H  1.83  6.69  -6.37  -0.03
Br  -6.47  -2.19  0.32  0.53
Br  -4.81  1.04  -0.33  0.61
Br  2.25  4.92  -4.69  0.55
Br  -16.60  0.70  -4.28  0.56
Br  -10.10  -1.94  -2.55  0.55
C  5.37  -2.90  6.61  -0.08
O  6.69  -2.52  6.19  0.06
H  0.41  0.84  5.58  0.10
C  3.60  -1.30  7.46  -0.18
O  2.50  1.31  3.28  0.05
C  11.42  4.50  9.19  -1.66
Br  7.79  2.80  9.01  0.60
Br  -6.64  1.51  -6.09  0.55
C  11.36  -3.89  8.66  -1.65
H  -4.55  -2.17  -11.41  -0.05
Br  11.05  -5.76  9.00  0.57
C  -1.55  -0.24  -1.46  -1.60
H  -5.70  9.13  -7.03  -0.03
Br  -4.89  -0.70  -9.45  0.57
Br  -7.09  0.01  -2.32  0.52
Br  12.91  -3.61  7.56  0.58
H  1.16  1.77  6.89  0.08
Br  -0.58  1.18  -2.32  0.53
Br  -6.62  -5.35  0.79  0.57
C  7.55  -2.30  7.19  -0.70
C  4.32  -1.83  6.39  -0.07
C  -3.57  -3.22  -5.88  -1.64
Br  10.84  5.39  10.80  0.55
H  5.05  -3.82  6.14  0.15
Br  -4.36  1.12  -3.48  0.57
H  -2.00  -6.17  -12.56  -0.03
Br  1.79  3.27  0.86  0.61
C  4.70  -1.83  3.85  -0.30
C  8.08  1.40  10.31  -1.63
C  3.83  -1.84  2.64  0.08
C  3.76  -1.78  8.90  -0.03
C  2.00  -0.87  1.26  -0.17
H  4.13  -2.80  8.97  0.07
C  -7.62  -3.70  0.67  -1.64
C  -5.34  8.12  -6.97  -1.62
Br  -4.55  3.54  -7.39  0.57
H  1.54  2.13  -7.43  -0.07
Br  -14.31  1.91  -6.13  0.56
H  -6.96  3.82  -6.90  -0.05
Br  2.07  -0.29  -7.53  0.58
Br  -6.86  6.96  -7.20  0.57
H  1.59  2.09  5.21  0.07
Br  -3.11  -7.58  -14.25  0.58
H  10.60  3.88  8.86  -0.09
C  -6.16  3.36  -6.34  -1.62
H  -8.28  -3.80  -0.18  -0.05
Br  11.45  -2.87  10.29  0.56
H  5.42  -3.13  7.68  0.10
Br  3.91  4.43  -1.22  0.56
F  7.82  -3.39  7.93  0.16
Br  -4.66  -2.93  -4.31  0.55
C  1.73  5.61  -6.41  -1.63
H  -6.06  2.25  -2.09  -0.04
C  1.00  -1.93  1.51  -0.25
H  2.60  -1.12  0.39  0.13
C  -5.64  1.25  -2.06  -1.56
C  2.79  0.17  3.54  -0.27
Br  -4.07  -3.79  -9.60  0.57
Br  -0.59  1.27  -8.35  0.54
C  2.92  -0.88  2.48  -0.15
H  -16.15  0.36  -6.69  -0.03
H  -2.60  -0.02  -1.56  -0.15
C  2.67  -0.29  7.28  0.01
Br  2.91  4.98  -7.81  0.58
Br  -4.05  7.89  -8.39  0.57
H  -0.23  -3.62  2.30  0.04
Br  -10.77  0.56  -4.41  0.56
C  -15.50  0.42  -5.83  -1.64
C  -3.04  -6.33  -12.79  -1.63
Br  -1.25  -1.94  -2.33  0.59
C  -4.01  -2.07  -10.48  -1.63
O  5.84  -2.19  3.76  0.14
Br  -4.52  7.91  -5.24  0.56
H  4.36  -1.09  9.49  0.03
C  4.04  -1.33  5.11  -0.02
Br  -1.17  -0.33  0.43  0.70
Br  -12.92  -0.48  -2.29  0.57

Results
HOMO level   -9.47 eV
Gap between HOMO and LUMO   8.60 eV

=====

No. 3
A 2-piece molecular cluster, C5H2N2O2 overall in a non-equilibrium geometry, computed with ωB97M-V/def2-TZVPD.

Last column: Löwdin charge in e.
Atoms and positions in Å:
C  -1.44  2.28  0.63  -0.17
H  -1.47  -1.03  0.35  0.06
C  2.22  0.42  0.33  -0.23
C  1.69  -0.58  -0.20  -0.02
C  0.92  -1.51  -0.63  -0.20
O  2.79  1.38  0.63  0.19
N  0.17  -2.43  -0.91  0.16
N  -1.61  -0.13  0.90  0.11
H  -0.53  -2.68  -1.61  0.10
O  -1.17  3.32  0.19  0.14
C  -1.55  0.97  0.32  -0.15

Results
SMILES   N=C=C=C=O.N=C=C=O
HOMO level   -8.57 eV
Gap between HOMO and LUMO   7.73 eV
Energy above the lowest of the compared OMol25 structures with the same formula, charge and spin   263.7 kJ/mol

=====

| no. | DFT total energy (Ha) |
| --- | --- |
| 1 | -4714.1615 |
| 2 | -125352.6212 |
| 3 | -451.5387 |